# C23H82N16O18

A cluster of 18 separate species, C23H82N16O18 in total in a non-equilibrium geometry (ωB97M-V/def2-TZVPD, OMol25).

XYZ file:
```
139
C23H82N16O18 ωB97M-V/def2-TZVPD
C -0.4526 -5.6006 -3.7183
O -0.5419 -6.3230 -4.8997
H -0.9914 -6.2054 -2.9888
H 0.5242 -5.4454 -3.2602
H -0.9501 -4.6637 -3.9688
H 0.0852 -7.0366 -4.7617
C 4.6178 -0.7072 -2.8759
O 5.0353 -0.4329 -4.2372
H 3.7182 -1.3203 -2.9295
H 5.5001 -1.0211 -2.3180
H 4.2873 0.2625 -2.5037
H 4.6276 0.3776 -4.5509
C -4.1599 1.4696 -0.1138
O -3.1547 0.6731 -0.7477
H -5.1058 1.0114 -0.4030
H -3.9656 1.2843 0.9426
H -4.0543 2.5504 -0.2075
H -3.1594 0.9197 -1.6754
C -1.1759 -3.3848 3.0632
O -1.3387 -3.2787 4.4709
H -1.8505 -4.1932 2.7812
H -1.4475 -2.5140 2.4667
H -0.1727 -3.6156 2.7046
H -0.9148 -2.4530 4.7161
C -0.8051 0.1367 4.9410
O -0.2783 -0.9754 5.6655
H -1.5106 0.6458 5.5977
H 0.0517 0.8097 4.9068
H -1.2027 -0.0500 3.9434
H -0.2933 -0.8070 6.6105
C -4.6163 1.8166 -3.7561
O -3.5130 1.5088 -3.5475
N -5.5864 0.9484 -3.8125
N -5.0834 2.9968 -4.1934
H -5.2367 0.0010 -3.8260
H -6.5140 1.2808 -4.0341
H -4.3401 3.6375 -4.4326
H -6.0293 3.0509 -4.5434
C -6.7602 -1.1344 2.0633
O -7.1660 -0.2889 1.3786
N -5.5089 -1.4820 2.2852
N -7.4616 -1.6099 3.0625
H -4.7352 -0.9789 1.8748
H -5.3815 -2.1731 3.0107
H -8.3454 -1.1212 3.0721
H -7.2133 -2.4242 3.6061
C 4.2682 3.5287 4.2646
O 4.7434 4.6152 4.0339
N 3.0879 3.3693 4.9128
N 4.8441 2.4008 4.0094
H 2.7877 2.4464 5.1925
H 2.8842 4.0674 5.6138
H 5.7080 2.3959 3.4862
H 4.4353 1.5145 4.2691
C 3.0908 -0.7992 3.7829
O 3.1693 0.1936 4.4199
N 2.1227 -1.6546 3.8848
N 3.9286 -1.2526 2.9239
H 2.2775 -2.4115 3.2341
H 1.3015 -1.4045 4.4169
H 4.7474 -0.6974 2.7202
H 3.8931 -2.1858 2.5392
C 5.4765 2.3983 -0.5736
O 6.0474 1.4516 -1.0609
N 5.2226 2.5270 0.7209
N 5.1972 3.5113 -1.1681
H 4.6906 3.3578 0.9374
H 5.3516 1.6855 1.2643
H 4.7760 4.2561 -0.6313
H 5.2460 3.5539 -2.1760
C -0.5183 4.2254 -4.2858
O 0.3720 3.6731 -3.6250
N -0.4007 5.3349 -4.9192
N -1.5356 3.5979 -4.6758
H 0.4628 5.8458 -4.8035
H -1.1160 5.7250 -5.5161
H -1.7571 2.6496 -4.4080
H -2.2855 4.1496 -5.0674
C 3.1445 -5.3113 2.9216
O 2.9554 -4.1363 3.2244
N 4.2679 -5.8526 2.9278
N 2.1125 -6.1229 2.8635
H 4.3292 -6.8433 2.7411
H 5.0736 -5.2585 3.0621
H 2.2080 -6.9803 2.3383
H 1.3146 -5.5038 2.8487
C 2.4305 1.4154 -5.2291
O 3.1513 1.0295 -6.1168
N 1.2770 0.9337 -4.9076
N 2.6381 2.4995 -4.5852
H 0.9853 0.0769 -5.3558
H 0.8923 1.0838 -3.9859
H 3.5810 2.8373 -4.7148
H 1.8619 2.9345 -4.1073
C 5.2617 -4.0327 -1.0470
C 3.9703 -4.0907 -1.8509
O 3.7941 -5.4408 -2.3966
H 6.1459 -4.5272 -1.4491
H 5.1180 -4.2841 0.0038
H 5.4842 -2.9686 -0.9677
H 3.9247 -3.3539 -2.6528
H 3.1456 -3.6206 -1.3152
H 3.4510 -5.3685 -3.2903
C 0.4773 0.5659 0.4684
C 0.7961 -0.9577 0.5242
O 0.2232 -1.6863 -0.5190
H 0.5788 1.1414 1.3886
H -0.5928 0.5964 0.2633
H 1.1169 1.1360 -0.2054
H 0.3999 -1.3928 1.4417
H 1.8637 -1.1689 0.5853
H -0.7206 -1.8367 -0.4281
C -2.6352 5.0825 -1.8563
C -3.9252 5.8654 -1.6242
O -4.6581 5.8222 -2.8115
H -2.0842 5.5992 -2.6422
H -2.6567 4.1081 -2.3443
H -1.9731 5.0588 -0.9907
H -3.7381 6.8999 -1.3363
H -4.4421 5.3131 -0.8395
H -4.1294 6.4376 -3.3246
C -1.9743 -4.5286 -0.2517
C -3.2103 -3.5616 -0.3480
O -2.8255 -2.4827 -0.9957
H -1.2181 -3.8931 0.2091
H -1.8704 -4.8780 -1.2789
H -1.9925 -5.4226 0.3716
H -3.4623 -3.2736 0.6726
H -4.1754 -3.9220 -0.7040
H -3.4683 -1.8047 -0.7749
C -2.5675 4.1312 2.4974
C -2.1459 3.0723 3.5199
O -3.1429 3.1116 4.5778
H -2.6428 5.0413 3.0925
H -3.5935 3.9241 2.1935
H -1.9879 3.9961 1.5842
H -1.1479 3.1447 3.9523
H -2.2672 2.1170 3.0093
H -2.6757 3.3203 5.3900
```

Summary:
HOMO level, Eh: -0.326
Kohn-Sham gap, eV: 8.76
M, g/mol: 871.0


# C4H5NO2S

The molecule C4H5NO2S in a non-equilibrium geometry (ωB97M-V/def2-TZVPD, OMol25).

XYZ file:
```
13
C4H5NO2S ωB97M-V/def2-TZVPD
S 0.8689 -3.2777 1.4956
C -0.2286 -2.2416 0.9187
C 0.0815 -0.8889 0.3634
N 1.2884 -0.5351 0.2527
O 1.5815 0.6889 -0.2412
C 0.5020 1.6123 -0.2492
C -0.7506 0.8921 -0.7599
O -1.0383 -0.2381 0.0575
H -1.2537 -2.4520 0.8592
H 0.8998 2.4156 -0.9152
H 0.3027 1.9366 0.7961
H -0.6173 0.5100 -1.7960
H -1.6363 1.5779 -0.7815
```

Summary:
SMILES: S=CC1=NOCCO1
HOMO level, Eh: -0.324
Kohn-Sham gap, eV: 8.07
M, g/mol: 131.2


# C31H45ClF5LuOP

A structure of composition C31H45ClF5LuOP in a non-equilibrium geometry (ωB97M-V/def2-TZVPD, OMol25).

XYZ file:
```
85
C31H45ClF5LuOP ωB97M-V/def2-TZVPD
Lu -0.6516 0.1784 1.8750
Cl -3.0535 0.7165 1.3207
P -0.4055 0.2262 -0.9952
C -0.9966 1.2309 3.9862
H -0.2169 1.9884 4.1558
H -2.0195 1.6176 3.8407
C 1.0127 -0.6845 -1.7768
C -0.3495 2.0435 -1.4047
C 2.3710 -0.0528 -1.4184
H 0.9739 -1.6646 -1.2632
C 3.5230 -0.9615 -1.8819
H 2.4616 0.9372 -1.8964
H 2.4421 0.1036 -0.3320
C 3.4083 -1.3609 -3.3619
H 4.4815 -0.4569 -1.7049
H 3.5244 -1.8721 -1.2631
C 2.0174 -1.8946 -3.7215
H 3.6363 -0.4910 -3.9941
H 4.1586 -2.1261 -3.5921
C 0.8948 -0.9431 -3.2808
H 1.9353 -2.0756 -4.8003
H 1.8626 -2.8615 -3.2201
H 0.9665 0.0103 -3.8310
H -0.0726 -1.3985 -3.5343
C -1.9944 -0.3842 -1.7648
C 0.1551 2.4079 -2.8080
H -1.4114 2.3480 -1.3255
C -0.1435 3.8932 -3.0497
H 1.2398 2.2194 -2.8706
H -0.3295 1.8015 -3.5883
C 0.5245 4.7922 -2.0013
H 0.1786 4.1670 -4.0606
H -1.2326 4.0422 -3.0047
C 0.2412 4.3471 -0.5609
H 1.6086 4.8093 -2.1775
H 0.1707 5.8199 -2.1356
C 0.4208 2.8349 -0.3306
H 0.8847 4.8993 0.1349
H -0.7973 4.6090 -0.3099
H 1.4916 2.5702 -0.3605
H 0.0537 2.6058 0.6887
C -2.0707 -1.9167 -1.7427
H -2.7315 -0.0337 -1.0161
C -3.4698 -2.3904 -2.1651
H -1.3210 -2.3587 -2.4169
H -1.8377 -2.2637 -0.7241
C -3.9376 -1.7546 -3.4835
H -3.4759 -3.4831 -2.2599
H -4.1795 -2.1318 -1.3657
C -3.8056 -0.2294 -3.4927
H -3.3509 -2.1691 -4.3147
H -4.9821 -2.0270 -3.6685
C -2.3969 0.2400 -3.1056
H -4.0618 0.1764 -4.4786
H -4.5118 0.2065 -2.7717
H -1.6792 -0.0276 -3.9005
H -2.4137 1.3380 -3.0298
C -0.5633 -1.9132 1.3662
C -0.8113 -0.0926 4.3690
H 0.0156 -2.2665 0.4979
C -1.9621 -0.9788 4.7665
H 0.1734 -0.4344 4.7160
C -1.7030 -2.4985 4.6865
H -2.2353 -0.7411 5.8141
H -2.8330 -0.6984 4.1452
C -1.7855 -3.0918 3.2738
H -0.7389 -2.7319 5.1590
H -2.4737 -2.9711 5.3043
C -0.4814 -2.8905 2.4532
H -1.9474 -4.1724 3.3929
H -2.6586 -2.6674 2.7498
H 0.3326 -2.5513 3.1262
H -0.1409 -3.8663 2.0512
F 4.4524 0.8428 6.3027
C 3.8357 0.6622 5.1211
C 3.1183 1.7216 4.5570
F 3.0374 2.9119 5.1919
C 2.4231 1.5135 3.3862
F 1.7058 2.5362 2.8110
C 2.3455 0.2286 2.8069
O 1.4643 0.0087 1.8542
C 3.1498 -0.8071 3.3360
F 3.1296 -2.0223 2.7336
C 3.8641 -0.5930 4.5020
F 4.5478 -1.6036 5.0805
```

Summary:
HOMO level (alpha / beta), Eh: -0.059 / -0.059
Kohn-Sham gap (alpha / beta), eV: 4.20 / 4.20
Net charge: -1
M, g/mol: 770.1


# C31H33N5O2PPtS2

A structure of composition C31H33N5O2PPtS2 (ωB97M-V/def2-TZVPD, OMol25).

XYZ file:
```
75
C31H33N5O2PPtS2 ωB97M-V/def2-TZVPD
Pt -0.5455 2.0653 0.6221
O -0.5225 1.7945 2.5788
C 0.3488 1.0196 3.2103
C -0.0877 0.4943 4.4380
C 0.7396 -0.2759 5.2200
C 2.0427 -0.5583 4.8060
C 2.4823 -0.0496 3.6079
C 1.6588 0.7394 2.7884
C 2.1941 1.2777 1.5479
N 1.5711 2.0280 0.6409
C 2.4733 2.2959 -0.3715
C 3.6642 1.7444 -0.0560
N 3.4713 1.1125 1.1473
H -1.1020 0.7197 4.7388
H 0.3739 -0.6685 6.1600
H 2.6979 -1.1628 5.4166
H 3.4993 -0.2725 3.3084
H 2.2249 2.8745 -1.2421
H 4.6067 1.7334 -0.5711
H 4.1663 0.5849 1.6446
N -0.7668 2.5813 -1.3790
C -0.4218 4.0165 -1.5509
C -1.0226 4.8133 -0.4045
N -0.6052 4.2052 0.8841
H -0.2899 1.9802 -2.0476
H -1.7701 2.4482 -1.5383
H -0.7783 4.3866 -2.5124
H 0.6627 4.1154 -1.5330
H -2.1112 4.7807 -0.4450
H -0.7076 5.8542 -0.4739
H -1.2648 4.4314 1.6245
H 0.3097 4.5282 1.1858
N -0.4688 0.1048 0.4189
P -0.1246 -0.8536 -0.7581
C -1.2122 -0.8116 -2.2256
C -0.9067 -1.3589 -3.4724
C -1.8391 -1.3255 -4.4993
C -3.0855 -0.7480 -4.2963
C -3.4060 -0.2100 -3.0573
C -2.4722 -0.2471 -2.0340
C -0.2917 -2.5196 -0.0670
C -0.4446 -2.6643 1.3080
C -0.5571 -3.9335 1.8597
C -0.5221 -5.0545 1.0427
C -0.3690 -4.9113 -0.3305
C -0.2501 -3.6465 -0.8843
C 1.5545 -0.8528 -1.4827
C 2.5674 -1.5377 -0.8117
C 3.8598 -1.5584 -1.3159
C 4.1560 -0.8984 -2.5018
C 3.1601 -0.2018 -3.1719
C 1.8716 -0.1747 -2.6587
H 0.0565 -1.8211 -3.6493
H -1.5922 -1.7562 -5.4609
H -3.8087 -0.7267 -5.1009
H -4.3813 0.2241 -2.8772
H -2.7170 0.1519 -1.0613
H -0.4751 -1.7730 1.9236
H -0.6710 -4.0467 2.9305
H -0.6131 -6.0424 1.4748
H -0.3431 -5.7849 -0.9682
H -0.1302 -3.5426 -1.9562
H 2.3358 -2.0806 0.0981
H 4.6309 -2.1146 -0.7976
H 5.1576 -0.9396 -2.9100
H 3.3832 0.3069 -4.1010
H 1.1002 0.3547 -3.2079
C -3.7415 -1.3195 2.1835
O -3.1048 -0.0648 1.8840
C -3.7426 0.7652 1.0958
S -5.2394 0.5873 0.4698
S -2.8654 2.2531 0.7512
H -3.0305 -1.8562 2.8015
H -3.9414 -1.8630 1.2605
H -4.6781 -1.1457 2.7098
```

Summary:
HOMO level, Eh: -0.384
Kohn-Sham gap, eV: 7.63
Net charge: +1
M, g/mol: 797.8